[1]
92
Properties=species:S:1:pos:R:3:forces:R:3 method="wB97M-V/def2-TZVPD" gap_ha=0.3524
C 5.071 1.054 2.718 0.0 -0.3 0.5
C 4.447 -0.242 3.277 -0.1 0.6 -0.6
C 3.406 -0.881 2.349 -0.4 -0.2 0.4
C 2.025 -0.932 3.002 0.1 -0.3 0.2
N 1.003 -0.986 1.974 0.4 -0.7 -0.4
O -0.289 -0.787 2.522 0.5 1.1 0.3
S -0.842 0.781 2.518 -0.8 0.2 -0.6
O -1.611 0.918 3.727 -0.1 -0.1 0.3
O 0.520 1.676 2.733 0.3 -0.4 0.1
H 4.642 1.921 3.208 -0.2 0.2 -0.1
H 6.128 1.065 2.955 0.3 0.1 -0.1
H 4.947 1.150 1.646 0.0 0.0 -0.2
H 5.242 -0.943 3.488 0.1 -0.3 0.1
H 3.955 0.013 4.208 0.1 -0.2 0.4
H 3.687 -1.907 2.147 0.1 -0.1 -0.4
H 3.321 -0.363 1.395 0.2 0.2 -0.1
H 1.963 -1.863 3.557 -0.2 -0.1 0.3
H 1.879 -0.125 3.718 0.0 0.3 -0.1
H 1.190 -0.346 1.209 -0.3 0.3 0.1
H 0.232 2.540 3.083 0.0 -0.3 -0.1
C 1.576 -2.751 8.104 -0.2 0.0 0.0
O 2.843 -2.578 8.744 0.0 0.0 0.0
C 3.829 -2.225 7.919 0.0 0.0 0.1
O 3.728 -2.052 6.732 0.0 0.0 0.0
O 4.946 -2.096 8.636 0.0 0.0 0.0
C 6.092 -1.717 7.871 0.2 0.0 0.0
H 0.873 -3.034 8.882 0.1 0.0 0.1
H 1.248 -1.822 7.642 0.1 0.0 -0.1
H 1.627 -3.543 7.359 0.0 0.1 -0.1
H 5.937 -0.748 7.400 -0.1 0.0 -0.1
H 6.317 -2.469 7.117 -0.1 0.0 -0.1
H 6.920 -1.649 8.569 -0.1 0.0 0.1
C -1.629 7.656 0.844 0.1 0.2 -0.1
O -1.382 6.422 1.522 0.0 0.0 0.0
C -2.461 5.893 2.103 0.0 0.0 0.0
O -3.568 6.360 2.095 0.0 0.0 0.0
O -2.095 4.754 2.695 0.1 0.0 0.0
C -3.155 4.062 3.367 -0.1 -0.2 0.2
H -0.679 7.972 0.422 0.1 -0.1 0.1
H -2.351 7.516 0.042 -0.1 0.0 0.1
H -1.984 8.413 1.541 -0.1 0.0 0.0
H -3.935 3.776 2.664 0.0 0.1 0.0
H -3.575 4.671 4.165 0.0 0.1 -0.1
H -2.718 3.165 3.794 0.1 0.0 -0.1
C 2.925 1.704 -1.854 -0.1 0.1 0.1
O 3.781 0.566 -1.709 0.0 0.0 0.1
C 4.053 -0.063 -2.849 -0.1 -0.1 0.1
O 3.643 0.252 -3.939 0.3 -0.1 0.2
O 4.841 -1.099 -2.581 0.0 0.0 0.0
C 5.205 -1.878 -3.724 0.1 -0.2 -0.1
H 2.785 2.114 -0.857 0.1 -0.1 0.1
H 3.389 2.456 -2.489 0.0 0.0 -0.1
H 1.959 1.410 -2.261 0.0 0.0 -0.1
H 5.760 -1.274 -4.439 -0.1 0.0 0.0
H 4.322 -2.305 -4.195 0.0 0.1 0.0
H 5.841 -2.679 -3.360 0.0 0.0 0.1
C -2.991 -0.124 -5.206 -0.3 -0.1 0.1
O -1.659 0.083 -4.732 0.0 0.2 -0.2
C -0.773 0.367 -5.694 0.0 0.0 0.0
O -1.013 0.460 -6.868 0.0 0.0 0.0
O 0.416 0.522 -5.117 0.0 0.0 0.0
C 1.495 0.839 -6.008 0.3 0.1 0.0
H -3.606 -0.338 -4.336 0.1 0.0 0.1
H -3.370 0.770 -5.696 0.1 0.0 -0.1
H -3.032 -0.974 -5.886 0.1 0.1 -0.1
H 1.309 1.787 -6.511 -0.1 -0.1 -0.1
H 1.634 0.047 -6.742 -0.1 0.0 0.0
H 2.377 0.911 -5.378 -0.2 0.0 -0.1
C -0.548 -2.041 -3.350 0.1 -0.1 0.0
O -0.116 -3.185 -2.597 0.0 0.0 0.0
C -1.041 -3.672 -1.774 0.1 0.0 0.0
O -2.158 -3.243 -1.629 0.0 0.0 0.0
O -0.521 -4.720 -1.133 0.0 0.0 0.0
C -1.411 -5.342 -0.206 0.0 -0.1 0.2
H 0.288 -1.743 -3.972 0.1 -0.1 0.1
H -1.393 -2.301 -3.980 -0.1 0.0 0.1
H -0.806 -1.223 -2.685 -0.1 0.0 0.0
H -2.293 -5.725 -0.716 0.0 0.1 0.0
H -1.703 -4.643 0.575 -0.1 0.0 -0.1
H -0.866 -6.169 0.239 0.1 0.0 -0.1
C -6.255 -1.087 -2.765 0.2 -0.1 0.2
O -6.705 -0.109 -3.707 0.1 0.0 0.0
C -7.835 -0.436 -4.335 0.0 0.1 0.0
O -8.467 -1.446 -4.171 0.0 0.0 0.0
O -8.142 0.553 -5.176 0.0 0.0 0.0
C -9.341 0.336 -5.923 -0.1 0.1 -0.1
H -5.336 -0.711 -2.326 0.0 0.2 -0.1
H -6.993 -1.230 -1.978 -0.1 -0.1 -0.1
H -6.047 -2.033 -3.262 -0.1 0.0 0.0
H -10.197 0.246 -5.258 0.0 -0.1 0.0
H -9.252 -0.555 -6.543 0.0 -0.1 0.1
H -9.470 1.206 -6.560 0.1 0.1 0.1

***

[2]
9
Properties=species:S:1:pos:R:3:forces:R:3 method="wB97M-V/def2-TZVPD" gap_ha=0.3730
C -0.807 0.453 0.103 0.0 0.2 -1.4
C 1.163 0.331 -0.185 -2.3 5.0 1.4
O -0.917 -0.625 0.860 1.5 -0.7 0.6
O 1.154 -0.834 -0.662 2.8 -3.9 -1.0
O 1.968 1.202 -0.018 -0.8 -1.7 -0.1
F -1.178 0.142 -1.162 -0.1 0.0 -0.7
F -1.830 1.443 0.394 2.8 -1.2 0.5
H 2.085 -1.305 -0.763 -2.3 1.7 0.3
H -1.638 -0.807 1.431 -1.6 0.5 0.5

***

[3]
54
Properties=species:S:1:pos:R:3:forces:R:3 method="wB97M-V/def2-TZVPD" gap_ha="0.1869 / 0.1917"
Au -0.647 0.868 0.144 3.6 1.8 0.2
O -0.215 0.802 -1.985 -2.5 0.0 1.8
C 0.915 0.732 -2.559 2.2 0.1 -0.3
C 0.915 0.637 -3.984 -0.5 0.1 0.4
C 2.058 0.693 -4.723 0.2 0.0 0.3
C 3.303 0.809 -4.084 0.2 0.0 -0.1
C 3.360 0.825 -2.717 0.0 -0.1 -0.1
C 2.202 0.762 -1.912 -0.7 -0.1 -0.9
C 2.398 0.715 -0.514 -0.6 0.0 0.6
N 1.487 0.718 0.416 -1.4 -0.2 -1.6
N 1.884 0.692 1.685 0.0 -0.2 2.3
C 0.926 0.814 2.588 2.5 -0.1 -1.3
O -0.303 0.968 2.331 -2.4 0.1 -1.7
C 1.344 0.782 4.003 -0.2 0.0 0.5
C 0.354 0.749 4.983 0.0 0.0 -0.2
C 0.696 0.688 6.319 0.0 0.0 0.1
C 2.031 0.668 6.688 0.0 0.0 0.0
C 3.022 0.718 5.719 0.1 0.0 0.0
C 2.686 0.774 4.378 -0.1 0.0 -0.1
H -0.052 0.544 -4.450 -0.2 0.0 -0.1
H 2.004 0.664 -5.802 0.0 -0.1 0.0
H 4.201 0.860 -4.678 0.1 0.0 0.0
H 4.318 0.902 -2.223 0.1 -0.1 0.1
H 3.430 0.649 -0.167 -0.2 0.2 0.2
H -0.678 0.769 4.673 -0.1 0.0 0.0
H -0.078 0.652 7.073 0.0 0.0 0.0
H 2.299 0.612 7.733 0.0 0.0 0.1
H 4.062 0.711 6.015 0.0 0.0 0.0
H 3.451 0.810 3.617 0.0 0.0 0.0
C -2.145 -2.172 -0.038 -0.2 -0.4 0.0
N -2.295 -0.745 -0.047 -0.4 0.3 -0.1
C -3.414 -0.187 -0.336 0.1 -1.0 0.2
C -3.548 1.210 -0.317 -0.7 0.9 -0.2
C -4.672 2.040 -0.479 0.5 -0.8 0.0
C -4.229 3.333 -0.270 0.4 0.3 0.2
C -2.857 3.249 0.012 -0.2 0.9 0.0
N -2.459 1.985 -0.021 0.2 -1.6 -0.1
C -1.290 -2.633 -1.191 -0.1 -0.1 0.1
C 0.062 -2.320 -1.217 0.0 -0.1 0.0
C 0.853 -2.728 -2.274 0.1 0.0 0.1
C 0.303 -3.478 -3.301 0.0 0.0 -0.1
C -1.043 -3.799 -3.278 0.0 0.0 -0.1
C -1.841 -3.367 -2.232 0.0 0.0 0.1
H -3.131 -2.652 -0.091 0.1 -0.1 0.1
H -1.663 -2.457 0.905 -0.1 0.0 -0.1
H -4.296 -0.791 -0.560 0.0 0.0 0.0
H -5.668 1.709 -0.707 -0.2 0.0 0.0
H -4.818 4.230 -0.290 0.0 0.2 0.0
H -2.182 4.050 0.254 0.1 0.1 0.0
H 0.490 -1.759 -0.397 0.1 0.0 0.1
H 1.905 -2.480 -2.285 0.1 0.0 0.0
H 0.927 -3.816 -4.115 0.0 0.0 -0.1
H -1.470 -4.394 -4.073 0.0 0.0 -0.1
H -2.893 -3.618 -2.216 -0.1 0.0 0.0